This record from OMol25 describes 4 unconnected molecules or ions with the total composition C3H11NO3 at a distorted geometry. The level of theory is wB97M-V/def2-TZVPD.

Properties
- HOMO energy (spin up / spin down): -8.147 / -7.988 eV
- Calculated total energy: -401.14938 Ha
- Largest force on an atom: 3.1 eV Å⁻¹
- Total charge: 0
- Orbital gap (spin up / spin down): 8.67 / 7.68 eV

The geometry in XYZ format:
```
18
C3H11NO3, DFT wB97M-V/def2-TZVPD
C 1.62 -1.22 0.03
C 1.23 0.96 0.82
O 1.52 -1.02 -1.33
O 0.83 -2.00 0.56
H 2.04 -0.24 -1.59
H -0.83 -1.74 0.12
H 2.64 -1.09 0.43
H 0.78 1.10 1.80
H 1.15 1.81 0.15
H 2.30 0.88 1.06
C -1.54 1.39 -0.08
N -1.65 -1.30 -0.38
O -0.64 0.32 0.07
H -2.52 -1.51 0.09
H -1.66 -1.43 -1.39
H -2.27 1.43 0.74
H -0.95 2.31 -0.05
H -2.05 1.36 -1.05
```

=====

This record from OMol25 describes 2 unconnected molecules or ions with the total composition C5H6FNO at a distorted geometry. The level of theory is wB97M-V/def2-TZVPD.

Properties
- SMILES: CC#[N+][O-].CC#CF
- HOMO energy: -9.376 eV
- Calculated total energy: -423.74733 Ha
- Largest force on an atom: 4.7 eV Å⁻¹
- Total charge: 0
- Orbital gap: 9.97 eV

The geometry in XYZ format:
```
14
C5H6FNO, DFT wB97M-V/def2-TZVPD
C -0.42 1.71 -1.58
C -0.77 2.09 -0.24
N -0.92 2.26 0.89
O -1.17 2.44 2.02
H -0.71 2.38 -2.31
H 0.74 1.37 -1.71
H -1.04 0.96 -2.02
C 0.08 -2.64 0.78
C 0.97 -1.52 0.64
C 1.67 -0.56 0.56
F 2.39 0.48 0.37
H -1.06 -2.24 0.70
H 0.09 -3.51 0.07
H 0.16 -3.23 1.83
```

=====

This record from OMol25 describes a molecular structure, C24H16AuN10O2Se at a distorted geometry. The level of theory is wB97M-V/def2-TZVPD.

Properties
- HOMO energy (spin up / spin down): -17.162 / -17.117 eV
- Calculated total energy: -4158.10551 Ha
- ⟨S²⟩: 2.068
- Largest force on an atom: 7.0 eV Å⁻¹
- 2S+1: 3
- Total charge: +3
- Orbital gap (spin up / spin down): 6.28 / 3.44 eV

The geometry in XYZ format:
```
54
C24H16AuN10O2Se, DFT wB97M-V/def2-TZVPD
Au 10.81 13.02 5.78
O 13.97 13.17 12.47
N 14.70 13.15 11.39
O 15.99 13.07 11.45
C 14.13 13.17 10.11
C 15.03 13.24 9.02
C 14.57 13.22 7.72
C 15.44 13.33 6.58
C 14.91 13.36 5.30
C 13.54 13.22 5.11
N 12.73 13.08 6.18
C 13.17 13.11 7.46
C 12.24 13.08 8.57
N 10.90 12.95 8.29
C 10.05 12.88 9.30
C 10.42 12.91 10.65
C 11.72 13.13 10.98
C 12.71 13.14 9.93
H 16.08 13.33 9.24
H 16.51 13.24 6.69
H 15.56 13.41 4.43
H 13.07 13.21 4.14
H 9.01 12.78 9.00
H 9.69 12.74 11.40
H 12.03 13.31 11.99
N 6.82 13.78 5.61
C 7.77 12.85 5.65
N 8.92 13.52 5.56
C 8.58 14.86 5.46
N 7.28 15.06 5.49
C 9.50 15.98 5.38
C 8.91 17.26 5.52
N 9.68 18.32 5.73
C 11.00 18.20 5.70
C 11.57 16.98 5.49
N 10.82 15.88 5.30
H 5.81 13.66 5.69
H 7.59 11.77 5.70
H 7.86 17.45 5.56
H 11.53 19.13 5.81
H 12.66 16.80 5.47
Se 9.75 9.60 4.99
N 11.30 10.42 5.39
C 12.20 9.47 5.68
C 13.57 9.70 5.92
C 14.35 8.57 6.13
C 13.83 7.25 6.11
C 12.50 6.96 5.89
C 11.66 8.06 5.64
N 10.39 7.93 5.33
H 14.02 10.69 5.94
H 15.43 8.71 6.26
H 14.54 6.42 6.28
H 12.13 5.97 5.71
```

=====

This record from OMol25 describes 10 unconnected molecules or ions with the total composition C4H30N2O9S at a distorted geometry. The level of theory is wB97M-V/def2-TZVPD.

Properties
- SMILES: NCCNCCS.O.O.O.O.O.O.O.O.O
- HOMO energy: -8.627 eV
- Calculated total energy: -1355.20733 Ha
- Largest force on an atom: 1.7 eV Å⁻¹
- Total charge: 0
- Orbital gap: 8.64 eV

The geometry in XYZ format:
```
46
C4H30N2O9S, DFT wB97M-V/def2-TZVPD
N -2.45 -0.20 1.62
C -2.12 -1.04 0.50
C -2.15 -0.39 -0.90
N -0.83 0.07 -1.35
C -0.65 1.53 -1.44
C 0.69 1.80 -2.13
S 1.01 3.45 -2.64
H -1.74 0.42 1.96
H -3.40 0.12 1.69
H -1.11 -1.43 0.57
H -2.75 -1.93 0.51
H -2.40 -1.15 -1.65
H -2.89 0.41 -0.92
H -0.09 -0.37 -0.83
H -1.56 1.92 -1.89
H -0.57 2.00 -0.45
H 0.88 1.01 -2.85
H 1.50 1.60 -1.41
H 1.02 3.51 -3.98
O 2.84 -3.57 -0.74
H 3.13 -3.50 -1.66
H 2.80 -2.69 -0.34
O -1.66 -2.78 3.25
H -2.49 -2.87 3.75
H -1.85 -1.90 2.89
O 1.39 4.38 1.01
H 0.55 4.69 0.64
H 2.02 4.93 0.52
O 0.73 -4.51 -1.92
H 1.13 -4.94 -1.15
H 0.17 -3.88 -1.46
O -2.03 -0.04 -3.96
H -1.62 -0.22 -4.82
H -1.29 0.21 -3.38
O 0.90 -0.40 1.41
H 0.25 0.11 1.90
H 1.47 -0.81 2.08
O 0.07 2.40 2.47
H -0.33 3.26 2.61
H 0.96 2.55 2.14
O 3.47 2.30 0.75
H 3.73 2.92 1.44
H 2.51 2.40 0.82
O 1.15 -2.94 2.67
H 1.42 -3.56 1.99
H 0.18 -2.87 2.66
```

=====

This record from OMol25 describes 2 unconnected molecules or ions with the total composition C4H12S2 at a distorted geometry. The level of theory is wB97M-V/def2-TZVPD.

Properties
- HOMO energy (spin up / spin down): 1.021 / -5.451 eV
- Calculated total energy: -955.90492 Ha
- ⟨S²⟩: 0.751
- Largest force on an atom: 1.4 eV Å⁻¹
- 2S+1: 2
- Total charge: -1
- Orbital gap (spin up / spin down): 2.27 / 8.89 eV

The geometry in XYZ format:
```
18
C4H12S2, DFT wB97M-V/def2-TZVPD
C 1.67 -3.04 1.05
C 2.18 -1.59 0.95
S 1.93 -0.99 -0.77
H 2.28 -3.59 0.32
H 0.62 -3.05 0.78
H 1.86 -3.52 2.01
H 1.68 -0.86 1.58
H 3.25 -1.52 1.13
H 0.60 -0.99 -0.64
C -2.74 2.77 -1.15
C -1.79 1.57 -0.92
S -1.59 1.21 0.84
H -2.17 3.67 -1.34
H -3.41 2.84 -0.29
H -3.37 2.65 -2.03
H -2.02 0.65 -1.45
H -0.80 1.97 -1.13
H -0.28 1.02 0.86
```

=====

The relative energy (zero: lowest compared OMol25 entry of this formula, charge and spin) results, record by record, are as follows: 165.5 170.8 24.6 16.4 26.6 kcal/mol.